The following is a DFT calculation (ωB97M-V/def2-TZVPD) of an isolated ion of composition C2H7N4S and charge +1 at a distorted geometry.

CARTESIAN COORDINATES (ANGSTROEM)
C (-3.22, -0.51, -0.18)
C (0.94, 0.51, 0.12)
N (-2.02, -0.12, -0.25)
N (-1.63, 1.00, 0.41)
N (2.20, 0.63, -0.18)
N (3.17, -0.30, 0.06)
S (-0.22, 1.75, -0.13)
H (-3.45, -1.44, -0.66)
H (-4.01, 0.02, 0.34)
H (0.55, -0.44, 0.45)
H (2.55, 1.55, -0.45)
H (-2.33, 1.65, 0.76)
H (3.96, -0.23, -0.58)
H (2.81, -1.25, 0.14)

Computed properties:
DFT total energy, eV: -18973.308
F_max, eV Å⁻¹: 1.4
Gap between HOMO and LUMO, eV: 8.61
Net charge: +1
Highest occupied orbital energy, hartree: -0.47512
2S+1: 1

***

The following is a DFT calculation (ωB97M-V/def2-TZVPD) of C24H24BrIN2O2PtS2 as an isolated structure.

CARTESIAN COORDINATES (ANGSTROEM)
Pt (-0.40, -0.68, 0.27)
C (1.59, 1.66, 0.27)
N (1.55, 0.19, -0.03)
C (1.81, 0.04, -1.50)
C (1.20, -1.22, -2.09)
N (-0.26, -1.21, -1.85)
C (-0.98, -0.22, -2.69)
C (-0.92, -2.51, -2.04)
C (-0.58, -3.33, -3.10)
C (-1.26, -4.52, -3.31)
C (-2.30, -4.87, -2.45)
C (-2.64, -4.05, -1.39)
C (-1.95, -2.86, -1.16)
S (-2.38, -1.85, 0.22)
C (2.55, -0.57, 0.74)
C (3.80, -0.02, 1.00)
C (4.76, -0.76, 1.68)
C (4.46, -2.05, 2.09)
C (3.22, -2.60, 1.84)
C (2.25, -1.85, 1.16)
S (0.67, -2.59, 0.88)
H (2.52, 2.09, -0.11)
H (1.51, 1.87, 1.34)
H (0.77, 2.12, -0.27)
H (2.89, 0.06, -1.67)
H (1.39, 0.92, -1.98)
H (1.61, -2.11, -1.62)
H (1.42, -1.25, -3.16)
H (-0.84, -0.46, -3.75)
H (-0.61, 0.79, -2.49)
H (-2.03, -0.26, -2.44)
H (0.23, -3.05, -3.77)
H (-0.99, -5.16, -4.13)
H (-2.84, -5.79, -2.61)
H (-3.42, -4.34, -0.70)
H (4.03, 0.99, 0.72)
H (5.71, -0.32, 1.90)
H (5.20, -2.63, 2.64)
H (2.97, -3.59, 2.19)
I (1.52, 2.13, 4.09)
C (-0.61, -0.20, 2.21)
H (0.33, -0.04, 2.75)
H (-1.25, -0.90, 2.74)
Br (-3.69, 7.40, 1.73)
C (-3.05, 5.64, 1.56)
C (-3.27, 4.95, 0.38)
C (-2.79, 3.66, 0.26)
C (-2.11, 3.07, 1.32)
C (-1.89, 3.77, 2.50)
C (-2.36, 5.06, 2.62)
C (-1.58, 1.70, 1.17)
O (-1.40, 1.19, 0.04)
O (-1.30, 1.10, 2.27)
H (-3.81, 5.42, -0.43)
H (-2.94, 3.10, -0.66)
H (-1.33, 3.31, 3.30)
H (-2.18, 5.63, 3.53)

Computed properties:
DFT total energy, eV: -135414.644
F_max, eV Å⁻¹: 0.3
Gap between HOMO and LUMO, eV: 5.94
Net charge: 0
Highest occupied orbital energy, hartree: -0.24483
2S+1: 1

***

The following is a DFT calculation (ωB97M-V/def2-TZVPD) of a 2-piece molecular cluster, C2H5OP overall at a distorted geometry.

CARTESIAN COORDINATES (ANGSTROEM)
C (-0.67, -0.73, -0.42)
C (-0.25, 0.02, 0.78)
O (1.42, 1.15, -0.12)
P (-1.75, 0.72, 0.02)
H (0.09, -0.90, -1.29)
H (-1.11, -1.62, -0.31)
H (0.36, -0.16, 1.67)
H (1.67, 1.68, 0.56)
H (-0.95, 1.81, -0.49)

Computed properties:
DFT total energy, eV: -13486.190
F_max, eV Å⁻¹: 6.4
Gap between HOMO and LUMO (spin up / spin down), eV: 8.92 / 8.93
Net charge: 0
Highest occupied orbital energy (spin up / spin down), hartree: -0.34764 / -0.34768
2S+1: 1

***

The following is a DFT calculation (ωB97M-V/def2-TZVPD) of one molecule with the formula C28H28ClFN4O3S.

CARTESIAN COORDINATES (ANGSTROEM)
C (2.95, -1.87, -0.25)
O (3.70, -0.78, 0.23)
C (3.07, 0.11, 1.06)
C (1.72, 0.13, 1.35)
C (1.19, 1.09, 2.20)
C (2.00, 2.06, 2.81)
N (1.50, 2.98, 3.74)
C (0.09, 3.02, 4.01)
C (-0.66, 3.75, 2.87)
N (0.25, 4.70, 2.27)
C (0.80, 4.58, 1.02)
O (1.79, 5.20, 0.70)
C (0.12, 3.65, 0.07)
C (-1.23, 3.70, -0.23)
C (-1.78, 2.81, -1.14)
C (-0.98, 1.86, -1.77)
C (0.39, 1.84, -1.49)
C (0.94, 2.73, -0.59)
N (1.20, 0.91, -2.16)
C (0.73, -0.11, -2.91)
O (1.46, -0.88, -3.50)
C (-0.79, -0.28, -2.88)
C (-1.07, -1.27, -1.73)
S (-2.85, -1.68, -1.66)
C (-2.80, -2.78, -0.19)
C (-1.99, -4.00, -0.46)
C (-0.67, -4.09, -0.01)
F (-0.17, -3.08, 0.73)
C (0.14, -5.18, -0.28)
C (-0.37, -6.22, -1.04)
C (-1.67, -6.17, -1.50)
C (-2.47, -5.07, -1.21)
Cl (-4.09, -5.03, -1.81)
N (-1.47, 0.98, -2.71)
C (1.07, 5.36, 3.26)
C (2.07, 4.31, 3.82)
C (3.37, 2.01, 2.53)
C (3.89, 1.07, 1.66)
H (2.19, -1.56, -0.98)
H (3.67, -2.51, -0.76)
H (2.47, -2.42, 0.56)
H (1.05, -0.60, 0.93)
H (0.13, 1.06, 2.38)
H (-0.30, 2.01, 4.15)
H (-0.04, 3.56, 4.95)
H (-1.54, 4.28, 3.26)
H (-1.00, 3.04, 2.11)
H (-1.87, 4.44, 0.24)
H (-2.83, 2.85, -1.38)
H (2.00, 2.73, -0.38)
H (2.20, 1.02, -2.08)
H (-1.11, -0.73, -3.82)
H (-0.79, -0.83, -0.78)
H (-0.51, -2.19, -1.90)
H (-3.85, -3.03, 0.00)
H (-2.40, -2.20, 0.65)
H (1.15, -5.19, 0.09)
H (0.25, -7.07, -1.26)
H (-2.08, -6.98, -2.08)
H (-2.47, 0.92, -2.78)
H (0.42, 5.76, 4.04)
H (1.61, 6.18, 2.79)
H (2.98, 4.36, 3.24)
H (2.31, 4.54, 4.87)
H (4.05, 2.70, 3.00)
H (4.95, 1.05, 1.45)

Computed properties:
DFT total energy, eV: -67669.955
F_max, eV Å⁻¹: 0.6
Gap between HOMO and LUMO, eV: 7.84
Structure (SMILES): COc1ccc(N2CCN(C(=O)c3ccc4c(c3)NC(=O)[C@@H](CSCc3c(F)cccc3Cl)N4)CC2)cc1
Net charge: 0
Highest occupied orbital energy, hartree: -0.27184
2S+1: 1

***

The following is a DFT calculation (ωB97M-V/def2-TZVPD) of BBaH4O4P as an isolated structure at a distorted geometry.

CARTESIAN COORDINATES (ANGSTROEM)
Ba (-0.15, 0.10, 0.75)
B (-1.97, -0.22, -0.25)
H (-2.79, -0.56, -0.86)
H (-2.29, 0.58, 0.40)
H (-1.67, -1.09, 0.32)
H (-1.12, 0.12, -0.82)
P (2.09, 0.08, 0.11)
O (1.65, -1.05, 1.04)
O (1.15, 0.23, -1.19)
O (3.51, 0.41, -0.20)
O (1.59, 1.41, 0.69)

Computed properties:
DFT total energy, eV: -18907.755
F_max, eV Å⁻¹: 12.0
Gap between HOMO and LUMO, eV: 3.90
Net charge: -2
Highest occupied orbital energy, hartree: 0.02957
2S+1: 1

***

The following is a DFT calculation (ωB97M-V/def2-TZVPD) of a 5-piece molecular cluster, C34H70N2O16P4 overall at a distorted geometry.

CARTESIAN COORDINATES (ANGSTROEM)
C (1.42, -0.79, -1.17)
C (0.56, 0.49, -1.51)
C (0.81, 0.82, -3.00)
C (0.56, 2.30, -3.45)
C (-0.10, 3.23, -2.40)
C (-1.63, 3.02, -2.24)
C (-2.11, 4.02, -1.12)
C (-2.81, 5.28, -1.70)
C (-4.21, 4.83, -2.23)
C (-5.22, 6.01, -2.36)
C (-6.72, 5.62, -2.18)
C (-7.07, 4.19, -2.56)
C (-6.67, 3.68, -3.85)
N (-6.90, 2.47, -4.31)
C (-7.62, 1.74, -3.41)
C (-7.96, 0.39, -3.76)
C (-8.70, -0.42, -2.95)
C (-9.19, 0.08, -1.69)
C (-10.05, -0.84, -0.84)
C (-11.34, -1.31, -1.57)
C (-11.18, -2.70, -2.29)
C (-8.85, 1.35, -1.33)
C (-8.06, 2.21, -2.15)
N (-7.76, 3.47, -1.71)
H (1.01, -1.36, -0.33)
H (1.61, -1.41, -2.05)
H (2.40, -0.41, -0.82)
H (-0.49, 0.17, -1.36)
H (0.88, 1.26, -0.81)
H (0.27, 0.15, -3.68)
H (1.89, 0.61, -3.18)
H (1.54, 2.75, -3.70)
H (0.00, 2.28, -4.39)
H (0.01, 4.26, -2.80)
H (0.39, 3.23, -1.42)
H (-1.82, 2.00, -1.86)
H (-2.18, 3.25, -3.16)
H (-2.81, 3.49, -0.45)
H (-1.24, 4.29, -0.49)
H (-2.19, 5.62, -2.55)
H (-2.89, 6.07, -0.95)
H (-4.58, 3.98, -1.64)
H (-4.02, 4.47, -3.26)
H (-5.09, 6.46, -3.36)
H (-4.97, 6.79, -1.63)
H (-7.31, 6.27, -2.86)
H (-7.08, 5.85, -1.17)
H (-6.12, 4.37, -4.51)
H (-7.62, 0.02, -4.72)
H (-8.90, -1.43, -3.32)
H (-9.51, -1.73, -0.48)
H (-10.37, -0.26, 0.04)
H (-12.18, -1.44, -0.87)
H (-11.66, -0.61, -2.36)
H (-12.14, -3.25, -2.28)
H (-10.93, -2.57, -3.35)
H (-10.43, -3.34, -1.80)
H (-9.21, 1.71, -0.36)
C (-9.04, 7.29, 0.88)
O (-7.81, 8.03, 0.63)
P (-7.69, 9.56, 1.31)
O (-6.93, 10.21, 0.20)
O (-6.67, 9.06, 2.47)
C (-7.13, 8.10, 3.43)
O (-8.07, 10.92, 2.21)
C (-9.05, 11.80, 1.64)
H (-9.41, 6.92, -0.07)
H (-8.82, 6.44, 1.53)
H (-9.80, 7.91, 1.34)
H (-6.77, 7.11, 3.15)
H (-8.22, 8.09, 3.49)
H (-6.73, 8.36, 4.40)
H (-9.97, 11.25, 1.40)
H (-8.65, 12.26, 0.74)
H (-9.28, 12.57, 2.37)
C (6.45, -4.15, 0.83)
O (5.63, -3.01, 0.47)
P (6.40, -1.55, 0.09)
O (5.33, -0.70, 0.71)
O (6.11, -1.74, -1.50)
C (6.79, -2.79, -2.20)
O (7.44, -0.27, -0.22)
C (8.07, 0.31, 0.93)
H (6.07, -4.58, 1.76)
H (6.40, -4.91, 0.05)
H (7.50, -3.87, 0.99)
H (6.11, -3.64, -2.32)
H (7.69, -3.11, -1.67)
H (7.07, -2.42, -3.19)
H (8.60, -0.45, 1.51)
H (7.32, 0.80, 1.56)
H (8.78, 1.06, 0.58)
C (7.59, -6.10, 5.39)
O (8.09, -5.23, 4.34)
P (9.07, -3.92, 4.81)
O (8.49, -3.07, 3.71)
O (10.43, -4.65, 4.29)
C (10.94, -5.77, 5.02)
O (9.94, -2.63, 5.45)
C (9.17, -1.61, 6.10)
H (6.52, -6.23, 5.26)
H (8.08, -7.07, 5.31)
H (7.77, -5.69, 6.39)
H (10.65, -6.69, 4.52)
H (10.56, -5.79, 6.05)
H (12.02, -5.70, 5.05)
H (8.55, -2.04, 6.89)
H (8.55, -1.09, 5.38)
H (9.87, -0.90, 6.55)
C (8.31, -11.37, 1.26)
O (7.26, -10.41, 1.00)
P (7.69, -8.81, 0.68)
O (6.54, -8.16, 1.36)
O (7.42, -8.97, -0.91)
C (8.21, -9.88, -1.67)
O (8.65, -7.47, 0.40)
C (9.25, -6.89, 1.57)
H (8.06, -11.92, 2.17)
H (8.38, -12.07, 0.43)
H (9.28, -10.89, 1.40)
H (7.65, -10.80, -1.82)
H (9.15, -10.11, -1.17)
H (8.43, -9.43, -2.64)
H (9.83, -7.63, 2.12)
H (8.49, -6.46, 2.22)
H (9.93, -6.09, 1.25)

Computed properties:
DFT total energy, eV: -109283.163
F_max, eV Å⁻¹: 9.1
Gap between HOMO and LUMO, eV: 6.25
Structure (SMILES): CCCCCCCCCCCc1cnc2ccc(CCC)cc2n1.COP(=O)(OC)OC.COP(=O)(OC)OC.COP(=O)(OC)OC.COP(=O)(OC)OC
Net charge: 0
Highest occupied orbital energy, hartree: -0.32167
2S+1: 1

***

The following is a DFT calculation (ωB97M-V/def2-TZVPD) of one molecule with the formula C2H8N2O2S at a distorted geometry.

CARTESIAN COORDINATES (ANGSTROEM)
C (2.06, 1.16, -0.15)
C (-1.44, -0.64, -1.49)
N (-0.85, -0.70, 2.11)
N (-0.21, -1.55, 1.16)
O (1.51, 0.28, 0.77)
O (-0.35, 0.05, -0.97)
S (0.58, -1.01, 0.03)
H (1.60, 2.17, 0.05)
H (3.14, 1.18, 0.00)
H (1.82, 0.82, -1.17)
H (-1.25, -0.72, -2.52)
H (-2.19, 0.09, -1.36)
H (-1.60, -1.52, -0.92)
H (-1.91, -0.89, 2.11)
H (-0.89, 0.20, 1.63)

Computed properties:
DFT total energy, eV: -20110.018
F_max, eV Å⁻¹: 3.2
Gap between HOMO and LUMO, eV: 9.90
Net charge: 0
Highest occupied orbital energy, hartree: -0.33358
2S+1: 1

***

The following is a DFT calculation (ωB97M-V/def2-TZVPD) of a 2-piece molecular cluster, C11H24N2O3PSSi2 overall at a distorted geometry.

CARTESIAN COORDINATES (ANGSTROEM)
N (-2.35, 0.48, -2.41)
C (-2.13, -0.14, -3.55)
O (-1.95, -1.11, -4.68)
C (-1.33, -2.33, -4.13)
P (0.50, -1.82, -3.97)
S (1.50, -2.91, -2.64)
C (-2.11, -3.05, -2.88)
C (-1.55, -4.61, -2.74)
O (-1.01, -4.80, -4.13)
C (-1.22, -3.67, -5.10)
O (-1.33, -3.81, -6.42)
H (1.17, -1.84, -5.27)
H (0.64, -0.44, -3.48)
H (-3.19, -3.24, -3.35)
H (-2.35, -2.45, -1.90)
H (-2.47, -5.30, -2.44)
H (-0.70, -4.77, -1.92)
C (1.38, 2.49, 5.41)
Si (0.81, 2.45, 3.60)
C (1.58, 3.94, 2.76)
C (-1.05, 2.66, 3.63)
N (1.31, 0.94, 2.89)
Si (0.94, 0.58, 1.22)
C (1.72, 1.79, 0.02)
C (-0.91, 0.51, 0.89)
C (1.63, -1.13, 0.78)
H (1.08, 3.44, 5.87)
H (0.94, 1.67, 5.97)
H (2.47, 2.41, 5.47)
H (1.41, 4.84, 3.36)
H (1.14, 4.12, 1.78)
H (2.66, 3.81, 2.64)
H (-1.54, 1.77, 4.04)
H (-1.45, 2.85, 2.63)
H (-1.33, 3.51, 4.26)
H (1.23, 2.77, 0.05)
H (1.63, 1.42, -1.00)
H (2.78, 1.93, 0.24)
H (-1.41, -0.13, 1.62)
H (-1.10, 0.09, -0.10)
H (-1.36, 1.50, 0.91)
H (1.19, -1.90, 1.42)
H (2.72, -1.15, 0.91)
H (1.40, -1.37, -0.26)

Computed properties:
DFT total energy, eV: -56794.999
F_max, eV Å⁻¹: 12.0
Gap between HOMO and LUMO, eV: 4.05
Net charge: -1
Highest occupied orbital energy, hartree: -0.11172
2S+1: 1